[1]
This record from the Open Molecules 2025 dataset describes C15H35BBrCl2F4OsSSi as an isolated structure. The level of theory is wB97M-V/def2-TZVPD.

Geometry as ORCA input:
```
! RIJCOSX wB97M-V def2-TZVPD def2/J DEFGRID3
* xyz 3 5
Os -0.52 4.27 -0.11
Cl 1.71 5.22 -1.06
C 1.92 6.12 0.46
Cl 0.36 6.01 1.38
H 2.09 7.16 0.24
H 2.68 5.64 1.06
F -0.85 2.55 1.71
B 0.49 2.07 1.72
F 1.11 2.99 0.67
F 0.56 0.80 1.18
F 1.12 2.25 2.88
C -2.97 6.51 0.08
S -2.74 4.72 0.26
C -3.82 4.12 -1.05
H -4.05 6.69 0.16
H -2.60 6.85 -0.88
H -2.47 7.01 0.91
H -3.53 4.52 -2.02
H -4.83 4.44 -0.79
H -3.78 3.03 -1.05
C 0.29 -3.79 -2.19
C -0.07 -2.30 -1.92
C 0.64 -1.39 -2.92
C -1.59 -2.11 -2.08
Si 0.40 -2.12 -0.10
Br -0.92 2.46 -1.66
C -0.68 -2.26 1.42
C -1.19 -3.72 1.22
C -0.10 -2.10 2.82
C -1.83 -1.25 1.19
C 2.58 -2.29 0.26
C 2.41 -3.71 0.75
C 3.34 -2.12 -1.01
C 2.80 -1.22 1.29
H -0.02 -4.01 -3.21
H -0.25 -4.49 -1.54
H 1.36 -4.00 -2.13
H 0.25 -1.64 -3.91
H 1.72 -1.55 -2.96
H 0.44 -0.33 -2.76
H -1.83 -2.38 -3.11
H -1.89 -1.07 -1.93
H -2.20 -2.75 -1.44
H -0.43 -4.48 1.42
H -1.65 -3.92 0.25
H -1.99 -3.87 1.96
H 0.72 -2.78 3.05
H -0.90 -2.35 3.53
H 0.20 -1.08 3.02
H -2.38 -1.43 0.28
H -1.47 -0.23 1.23
H -2.53 -1.38 2.02
H 2.16 -4.42 -0.03
H 1.76 -3.81 1.62
H 3.41 -4.01 1.11
H 3.10 -2.84 -1.78
H 4.40 -2.30 -0.75
H 3.30 -1.10 -1.39
H 2.23 -1.35 2.20
H 2.65 -0.21 0.88
H 3.87 -1.28 1.56
*
```

For the strongest force on any atom, the calculation gives 0.017 hartree/bohr. The value obtained for the energy above the lowest of the compared OMol25 structures with the same formula, charge and spin is 94.7 kJ/mol. As for the LUMO energy (alpha / beta): -9.927 / -12.454 eV.

[2]
This record from the Open Molecules 2025 dataset describes a 2-piece molecular cluster, C3H10O2S overall. The level of theory is wB97M-V/def2-TZVPD.

Geometry as ORCA input:
```
! RIJCOSX wB97M-V def2-TZVPD def2/J DEFGRID3
* xyz 0 1
C -1.08 2.20 -0.32
O -1.77 1.43 -1.40
C 0.39 2.00 -0.48
C 0.87 0.57 -0.15
S 2.21 0.28 1.10
H -1.44 1.74 0.56
H -1.50 3.27 -0.35
H -1.15 1.41 -2.13
H 1.15 2.77 0.04
H 0.54 2.45 -1.49
H 0.07 -0.02 0.38
H 1.06 0.04 -1.22
H 3.42 0.41 0.42
H -0.96 -5.49 1.57
H -0.51 -6.67 1.90
O -1.30 -6.40 1.55
*
```

For the strongest force on any atom, the calculation gives 0.092 hartree/bohr. The value obtained for the energy above the lowest of the compared OMol25 structures with the same formula, charge and spin is 156.3 kJ/mol. As for the LUMO energy: 0.621 eV.

[3]
This record from the Open Molecules 2025 dataset describes CH5BNO4S as an isolated structure. The level of theory is wB97M-V/def2-TZVPD.

Geometry as ORCA input:
```
! RIJCOSX wB97M-V def2-TZVPD def2/J DEFGRID3
* xyz -1 1
B -0.37 0.14 1.22
C 0.38 -1.33 1.21
N -0.60 0.88 -2.12
O 1.71 0.11 -1.81
O 1.44 -1.16 0.29
O -1.28 0.65 2.19
O 0.01 0.82 0.14
S 0.49 -0.27 -1.12
H 0.66 -1.92 2.08
H -0.28 -2.07 0.65
H -0.51 1.82 -1.56
H -1.64 1.32 1.68
H 0.00 1.01 -2.85
*
```

For the strongest force on any atom, the calculation gives 0.092 hartree/bohr. The value obtained for the energy above the lowest of the compared OMol25 structures with the same formula, charge and spin is 234.5 kJ/mol. As for the LUMO energy: 3.427 eV.

What is the strongest force on any atom in the first record? 0.017 hartree/bohr